The following is a quantum chemistry calculation of a 2-piece molecular cluster, C6H7N3O3 overall at a distorted geometry, from the Open Molecules 2025 dataset.

ORCA input file:
```
! RIJCOSX wB97M-V def2-TZVPD def2/J DEFGRID3
* xyz 0 1
C -1.44568 2.69890 -0.37420
C -2.18379 1.85053 0.38703
C -0.07624 2.45884 -0.61329
C -1.65752 0.64096 0.87745
C 0.44297 1.30152 -0.15443
C -0.31033 0.38101 0.63412
N 1.93423 -2.21175 0.85830
N 0.15984 -0.85021 1.09294
N 0.79654 -3.47204 -1.60359
O 1.91838 -3.03326 -1.73413
O 0.33041 -3.70448 -0.46330
O 1.43646 -0.97263 0.67908
H -1.85082 3.71893 -0.65374
H -3.20700 2.01659 0.40950
H 0.37843 3.11640 -1.33960
H -2.10378 0.03555 1.53348
H 1.39208 1.00164 -0.32230
H 2.84847 -2.06267 0.42125
H 1.19736 -2.91382 0.36542
*
```

Results
ΔE to the lowest compared entry with this formula, charge and spin in eV: 7.473
Molecular weight in g/mol: 169.140
HOMO-LUMO gap (spin up / spin down) in eV: 7.62 / 5.61